Record 1
Density functional theory data (wB97M-V/def2-TZVPD) for a 2-piece molecular cluster, C17H19N overall.

Last column: Löwdin charge in e.
Atoms and positions in Å:
1 N 2.27 -1.03 -0.94  0.07
2 C 1.86 0.33 -1.23  -0.03
3 C 1.27 2.38 0.08  -0.19
4 C 0.83 -0.05 2.19  -0.03
5 C 0.54 -1.28 2.78  -0.12
6 C -2.37 -0.02 0.32  -0.07
7 C -1.73 -0.96 -0.51  -0.24
8 C -2.53 1.49 -1.56  -0.12
9 C 0.73 -2.47 2.11  -0.16
10 C 1.35 -0.14 0.93  -0.14
11 C 1.52 0.87 -0.06  -0.22
12 C 1.64 -1.40 0.27  -0.18
13 C -1.68 -2.27 0.29  -0.05
14 C 1.37 -2.64 0.87  -0.03
15 C -1.60 -0.71 -1.85  -0.05
16 C -2.59 1.25 -0.18  -0.10
17 C 2.36 3.21 -0.61  -0.11
18 C -2.13 0.49 -2.40  -0.09
19 H 2.47 4.21 -0.11  0.07
20 H -1.25 -2.18 1.27  0.03
21 H 0.78 0.87 2.76  0.11
22 H 0.01 -1.27 3.78  0.12
23 H -3.16 2.03 0.42  0.12
24 H 2.28 -1.64 -1.74  0.12
25 H -1.12 -3.14 -0.05  0.07
26 H -2.08 0.61 -3.48  0.10
27 H 0.84 2.56 1.04  0.09
28 H 1.57 -3.60 0.41  0.11
29 H -1.24 -1.41 -2.56  0.10
30 H -2.78 -0.21 1.28  0.11
31 H 0.31 2.52 -0.49  0.11
32 H 0.40 -3.41 2.56  0.11
33 H 3.32 2.94 -0.19  0.07
34 H 2.03 3.49 -1.63  0.09
35 H -2.72 2.50 -1.87  0.09
36 H -2.71 -2.61 0.34  0.09
37 H 1.95 0.67 -2.26  0.12

LUMO energy (eV): 0.87
SMILES string: CCc1c[nH]c2ccccc12.Cc1ccccc1
ΔE to the lowest compared entry with this formula, charge and spin (kcal/mol): 64.5
Largest force on an atom (eV/Å): 3.8
Total energy (Ha): -713.8595
HOMO level (eV): -7.728


Record 2
Density functional theory data (wB97M-V/def2-TZVPD) for one molecule with the formula C17H19N3O4S.

Last column: Löwdin charge in e.
Atoms and positions in Å:
1 S -1.39 -1.97 -1.79  1.15
2 O 4.41 -1.16 0.73  -0.21
3 O -3.06 1.44 1.41  0.08
4 O 1.00 -0.45 -3.19  0.06
5 O 2.61 2.35 -1.26  -0.18
6 N 2.04 -0.31 -1.18  -0.04
7 N -3.85 -1.98 -0.68  0.10
8 N -4.49 -0.25 0.81  0.10
9 C 2.94 3.67 -0.92  -0.11
10 C 3.27 0.12 -1.81  -0.10
11 C -2.30 -0.20 -0.12  -0.15
12 C -4.74 -1.41 0.10  -0.25
13 C -6.02 -2.01 0.23  0.01
14 C -6.68 -0.26 1.73  -0.05
15 C -5.46 0.30 1.60  -0.03
16 C 0.95 -0.47 -1.97  -0.48
17 C 2.06 -0.53 0.24  -0.12
18 C 4.74 -0.52 1.94  -0.11
19 C -6.98 -1.46 1.02  -0.05
20 C -0.36 -0.66 -1.29  -0.43
21 C 3.72 1.49 -1.31  -0.20
22 C -0.98 0.20 -0.43  -0.04
23 C -3.23 0.44 0.75  -0.35
24 C -2.67 -1.38 -0.79  -0.52
25 C 3.08 -1.61 0.65  -0.19
26 H -7.95 -1.91 1.12  0.11
27 H 4.18 1.41 -0.31  0.11
28 H 3.08 -2.40 -0.10  0.13
29 H -6.19 -2.91 -0.33  0.12
30 H 2.78 -2.05 1.61  0.12
31 H 1.07 -0.86 0.56  0.12
32 H 4.59 -1.19 2.79  0.09
33 H 3.63 4.11 -1.65  0.09
34 H 2.29 0.41 0.76  0.13
35 H -7.43 0.19 2.36  0.11
36 H -0.53 1.09 -0.04  0.14
37 H 5.79 -0.25 1.87  0.09
38 H 3.42 3.72 0.07  0.09
39 H 4.07 -0.60 -1.63  0.13
40 H 2.01 4.23 -0.90  0.09
41 H 3.06 0.17 -2.88  0.13
42 H -5.16 1.20 2.10  0.13
43 H 4.49 1.89 -1.99  0.13
44 H 4.14 0.39 2.11  0.08

LUMO energy (eV): -0.16
SMILES string: COCCN(CCOC)C(=O)c1cc2c(=O)n3ccccc3nc2s1
ΔE to the lowest compared entry with this formula, charge and spin (kcal/mol): 48.0
Largest force on an atom (eV/Å): 0.9
Total energy (Ha): -1522.6180
HOMO level (eV): -7.894


Record 3
Density functional theory data (wB97M-V/def2-TZVPD) for C17H19N4O3RuS as an isolated structure.

Last column: Löwdin charge in e.
Atoms and positions in Å:
1 Ru 1.21 0.53 0.39  1.12
2 S 0.41 -2.72 2.26  0.80
3 O 0.07 2.68 3.05  0.02
4 O -0.40 0.52 0.97  -0.46
5 O -3.00 -3.15 -1.51  0.08
6 N -3.55 -3.02 -3.66  -0.14
7 N 1.95 -0.31 2.63  0.03
8 N 0.70 2.08 -0.94  -0.04
9 N 1.98 2.06 1.60  -0.15
10 C 1.17 2.12 2.74  -0.47
11 C -3.31 -1.99 -4.68  -0.10
12 C 0.72 1.87 -2.35  -0.09
13 C 1.50 -1.57 3.03  -0.64
14 C -3.25 -4.49 -3.70  -0.02
15 C 2.02 3.30 0.74  -0.18
16 C 1.37 -2.13 4.37  -0.12
17 C 1.71 4.36 -1.52  -0.05
18 C -3.27 -2.43 -2.40  -0.59
19 C 1.05 2.95 -3.24  -0.07
20 C -3.36 -1.01 -2.30  0.16
21 C 1.56 3.20 -0.70  -0.21
22 C 1.74 -1.10 5.12  0.03
23 C 2.63 -0.09 5.51  -0.07
24 C 2.52 1.01 4.60  0.05
25 C 1.32 4.30 -2.86  -0.05
26 C 1.71 0.81 3.28  -0.25
27 H -3.45 -0.78 -1.25  0.08
28 H 2.52 5.16 -1.39  0.15
29 H -4.33 -1.65 -5.17  0.12
30 H -2.95 -2.44 -5.62  0.08
31 H -3.50 -5.07 -4.58  0.08
32 H 0.78 -4.02 2.23  -0.11
33 H 3.10 -0.17 6.44  0.08
34 H -3.92 -4.74 -2.84  0.10
35 H 3.06 3.67 0.69  0.12
36 H 1.30 5.13 -3.59  0.12
37 H 1.58 -3.06 8.09  0.01
38 H 1.43 3.86 1.45  0.11
39 H 1.48 -3.53 7.60  0.01
40 H 0.64 2.66 -4.23  0.10
41 H -2.70 -1.17 -4.38  0.04
42 H -2.35 -4.61 -3.11  0.07
43 H 3.05 2.00 4.75  0.12
44 H 0.07 1.12 -2.72  0.08
45 H -3.04 -0.13 -2.81  0.05

LUMO energy (spin up / spin down) (eV): -1.02 / -1.06
Spin multiplicity: 6
Largest force on an atom (eV/Å): 7.8
Total energy (Ha): -1596.3018
⟨S²⟩: 8.843
HOMO level (spin up / spin down) (eV): -6.691 / -7.906


Record 4
Density functional theory data (wB97M-V/def2-TZVPD) for C17H19N4O6P2Rh as an isolated structure.

Last column: Löwdin charge in e.
Atoms and positions in Å:
1 Rh 0.50 -0.29 0.09  1.32
2 P 3.02 -0.56 -0.77  0.36
3 P 1.31 -2.88 -1.49  0.33
4 O 1.27 -4.25 -2.00  -0.23
5 O 4.48 0.02 -0.92  -0.07
6 O 0.47 -1.91 -2.45  -0.13
7 O 2.67 -0.72 0.71  -0.35
8 O 0.91 -2.39 -0.09  -0.42
9 O 1.92 0.24 -1.44  -0.31
10 N -1.12 0.82 -0.31  0.03
11 N -1.29 -1.50 0.67  0.03
12 N 3.70 -3.13 -0.40  0.20
13 N 1.06 1.61 0.61  0.00
14 C -2.36 0.30 -0.36  -0.16
15 C -0.98 2.15 -0.39  -0.16
16 C -1.28 -2.73 1.21  -0.08
17 C -3.46 1.09 -0.64  0.04
18 C 3.80 -2.45 -2.79  -0.05
19 C -3.50 -3.19 0.44  0.00
20 C 3.06 -2.26 -1.47  -0.50
21 C 0.82 3.89 -0.12  0.03
22 C -2.37 -3.59 1.12  0.00
23 C 2.06 4.21 0.41  0.01
24 C 2.76 3.22 1.07  0.00
25 C 2.26 1.94 1.14  -0.07
26 C -2.04 2.99 -0.65  0.04
27 C 0.35 2.60 0.03  -0.18
28 C -3.53 -1.91 -0.10  0.03
29 C -3.31 2.45 -0.82  0.02
30 C -2.43 -1.09 0.07  -0.19
31 H -4.45 0.64 -0.66  0.13
32 H 3.58 -3.43 -3.21  0.10
33 H 4.70 -2.94 -0.30  0.18
34 H 2.79 1.16 1.65  0.12
35 H -1.89 4.06 -0.68  0.13
36 H 0.40 -2.26 -3.35  0.11
37 H 2.46 5.21 0.31  0.13
38 H -4.16 3.09 -1.01  0.14
39 H 3.59 -4.12 -0.65  0.17
40 H 4.88 -2.33 -2.67  0.09
41 H 3.72 3.42 1.54  0.13
42 H 3.24 -2.95 0.50  0.15
43 H 4.69 0.52 -1.72  0.12
44 H -4.35 -3.85 0.32  0.13
45 H -2.30 -4.56 1.59  0.13
46 H -4.39 -1.55 -0.64  0.13
47 H 3.46 -1.69 -3.51  0.10
48 H -0.39 -3.03 1.72  0.12
49 H 0.23 4.62 -0.63  0.13

LUMO energy (eV): -7.41
Net charge: +2
Largest force on an atom (eV/Å): 1.2
Total energy (Ha): -2122.6339
HOMO level (eV): -15.046


Record 5
Density functional theory data (wB97M-V/def2-TZVPD) for a 2-piece molecular cluster, C17H19NO overall.

Last column: Löwdin charge in e.
Atoms and positions in Å:
1 O 0.42 0.57 4.07  0.03
2 N 0.12 -1.97 1.24  0.08
3 C 0.02 3.50 -1.75  -0.10
4 C -2.57 -2.63 -1.86  -0.12
5 C 0.45 2.05 0.25  -0.27
6 C -0.58 0.76 1.99  -0.05
7 C -2.31 -2.46 0.52  -0.01
8 C -0.40 -1.93 -1.00  -0.16
9 C -0.97 -2.13 0.30  -0.17
10 C 1.33 2.50 1.19  -0.07
11 C 0.77 2.26 -1.23  -0.23
12 C -1.28 -2.17 -2.07  -0.05
13 C 1.41 2.00 2.46  -0.04
14 C 1.21 -1.56 0.51  -0.06
15 C -3.10 -2.60 -0.60  -0.12
16 C -0.62 1.25 0.66  0.00
17 C 0.36 1.22 2.88  -0.38
18 C 2.12 -1.61 -1.86  -0.06
19 C 1.01 -1.75 -0.89  -0.26
20 H 0.14 4.32 -0.91  0.11
21 H 2.90 -2.39 -1.32  0.13
22 H 0.49 3.53 -2.66  0.02
23 H -3.34 -2.82 -2.68  0.13
24 H -1.19 3.38 -1.78  0.13
25 H -2.68 -2.49 1.51  0.10
26 H 1.88 2.31 -1.27  0.11
27 H 2.05 -1.23 1.06  0.12
28 H 2.61 -0.56 -1.74  0.10
29 H 0.03 -1.62 2.14  0.09
30 H 0.47 1.37 -1.80  0.11
31 H -1.48 0.38 2.60  0.16
32 H 1.75 -1.91 -2.83  0.06
33 H -4.05 -2.81 -0.57  0.04
34 H -1.46 1.04 -0.01  0.12
35 H 2.02 3.34 0.93  0.13
36 H 1.28 0.87 4.45  0.12
37 H -0.90 -2.35 -3.14  0.13
38 H 2.10 2.35 3.24  0.12

LUMO energy (eV): 0.68
SMILES string: Cc1c[nH]c2ccccc12.CCc1ccc(O)cc1
ΔE to the lowest compared entry with this formula, charge and spin (kcal/mol): 101.8
Largest force on an atom (eV/Å): 5.3
Total energy (Ha): -789.0749
HOMO level (eV): -7.320


Record 6
Density functional theory data (wB97M-V/def2-TZVPD) for C17H20Br9FO6 as an isolated structure.

Last column: Löwdin charge in e.
Atoms and positions in Å:
1 Br -4.71 -2.78 0.58  0.52
2 Br -2.21 -5.80 7.10  0.53
3 Br 3.74 -1.09 3.14  0.21
4 Br -2.31 -3.14 5.19  0.56
5 Br -5.78 0.40 -0.08  0.55
6 Br -4.86 -5.24 5.30  0.51
7 Br 3.91 -3.18 0.65  0.40
8 Br 4.05 -4.36 3.63  0.22
9 Br -4.44 -0.23 2.63  0.59
10 F 1.45 -2.77 -1.00  -0.02
11 O -1.66 2.61 -1.27  0.17
12 O -3.11 2.24 0.29  0.06
13 O -2.90 4.33 -0.70  0.04
14 O 3.25 2.24 -3.97  0.08
15 O 3.52 2.69 -1.85  0.07
16 O 2.65 4.27 -3.28  0.08
17 C 3.15 0.32 -0.92  -0.02
18 C 0.62 -2.39 -0.01  -0.33
19 C 3.70 0.97 -3.50  -0.04
20 C -0.34 -2.50 2.15  -0.10
21 C -0.98 -0.76 0.70  -0.07
22 C -2.58 2.97 -0.53  -0.60
23 C 4.57 -2.81 2.47  -1.53
24 C -1.22 3.72 -2.06  -0.31
25 C -1.10 -1.40 1.90  -0.16
26 C -0.07 -1.20 -0.29  0.00
27 C -2.91 -5.04 5.43  -1.50
28 C -2.08 4.93 -1.71  -0.09
29 C -1.08 3.42 -3.49  -0.02
30 C 3.82 1.27 -1.93  -0.26
31 C -5.50 -1.05 1.23  -1.50
32 C 0.50 -3.10 1.18  -0.02
33 C 3.17 3.17 -3.09  -0.57
34 H -0.21 3.99 -1.73  0.16
35 H 5.65 -2.68 2.42  -0.06
36 H 3.56 0.42 0.08  0.07
37 H 3.23 -0.68 -1.35  0.07
38 H 4.66 0.63 -3.89  0.12
39 H 3.02 0.17 -3.79  0.13
40 H -1.54 0.14 0.49  0.08
41 H -2.82 5.25 -2.44  0.13
42 H -1.70 -0.96 2.68  0.04
43 H -0.11 2.98 -3.75  0.08
44 H 0.12 -0.75 -1.26  0.10
45 H -0.85 4.39 -3.92  0.10
46 H -1.95 3.03 -4.02  0.10
47 H -2.66 -5.68 4.58  -0.03
48 H -6.52 -1.25 1.57  -0.03
49 H -0.45 -3.17 2.99  0.05
50 H 0.89 -4.11 1.20  0.11
51 H 4.86 1.18 -1.62  0.14
52 H 2.10 0.57 -0.73  0.07
53 H -1.55 5.84 -1.42  0.13

LUMO energy (spin up / spin down) (eV): 1.30 / 1.30
Spin multiplicity: 2
Net charge: -1
ΔE to the lowest compared entry with this formula, charge and spin (kcal/mol): 18.7
Largest force on an atom (eV/Å): 6.6
Total energy (Ha): -24377.1503
⟨S²⟩: 0.754
HOMO level (spin up / spin down) (eV): -1.085 / -5.596


Record 7
Density functional theory data (wB97M-V/def2-TZVPD) for a 2-piece molecular cluster, C17H20Cl2N overall.

Last column: Löwdin charge in e.
Atoms and positions in Å:
1 Cl 5.62 1.54 -1.93  0.76
2 Cl -5.53 1.53 -2.15  0.74
3 N -0.24 -0.36 1.21  -0.04
4 C -1.63 1.56 -1.29  0.00
5 C 0.03 -0.32 -0.96  0.04
6 C -0.71 -1.80 1.50  -0.21
7 C 2.39 -0.73 -1.62  0.00
8 C -1.65 -1.95 2.70  -0.07
9 C 1.28 0.16 3.35  -0.06
10 C 1.68 1.58 -1.37  0.00
11 C -2.38 -0.75 -1.34  -0.01
12 C -3.65 -0.35 -1.72  -0.08
13 C 4.00 1.04 -1.84  -0.66
14 C 3.70 -0.33 -1.88  -0.07
15 C 1.11 -0.07 1.85  -0.23
16 C -2.91 1.98 -1.62  -0.07
17 C -3.92 1.02 -1.86  -0.66
18 C 1.33 0.21 -1.33  -0.20
19 C -1.30 0.19 -1.20  -0.21
20 C 2.99 1.99 -1.65  -0.07
21 H 4.49 -1.06 -2.08  0.12
22 H 2.16 -1.80 -1.66  0.13
23 H -2.51 -2.60 2.44  0.09
24 H 0.23 -2.33 1.70  0.12
25 H -1.22 -2.13 0.56  0.09
26 H 0.94 2.34 -1.15  0.10
27 H -4.46 -1.06 -1.90  0.12
28 H -1.12 -2.45 3.53  0.08
29 H 3.25 3.05 -1.69  0.12
30 H -2.03 -0.95 2.98  0.08
31 H -0.89 2.32 -1.07  0.10
32 H 1.31 -0.79 3.90  0.08
33 H -2.20 -1.82 -1.21  0.11
34 H -3.16 3.03 -1.72  0.12
35 H 0.07 -1.41 -1.05  0.12
36 H 0.49 0.81 3.77  0.08
37 H 2.26 0.64 3.50  0.09
38 H -1.00 0.27 1.58  0.15
39 H 1.68 -0.93 1.50  0.11
40 H 1.53 0.73 1.23  0.10

LUMO energy (eV): -4.78
Net charge: +1
ΔE to the lowest compared entry with this formula, charge and spin (kcal/mol): 55.0
Largest force on an atom (eV/Å): 1.6
Total energy (Ha): -1634.6446
HOMO level (eV): -12.178


Record 8
Density functional theory data (wB97M-V/def2-TZVPD) for one molecule with the formula C17H20Cl2N2O4S2.

Last column: Löwdin charge in e.
Atoms and positions in Å:
1 Cl -1.57 -0.16 1.37  0.83
2 Cl -3.59 -0.59 3.72  0.71
3 S 0.36 2.41 1.37  0.66
4 S 0.36 -1.97 -2.23  0.68
5 O -0.26 2.25 0.09  -0.29
6 O 1.38 -2.46 -3.12  -0.27
7 O -0.76 -2.83 -1.95  -0.27
8 O 0.97 3.66 1.68  -0.28
9 N 1.55 1.27 1.59  -0.05
10 N -0.20 -0.54 -2.80  -0.27
11 C -2.56 0.77 3.72  -0.68
12 C -1.48 -0.06 -2.33  -0.26
13 C 1.61 -0.04 1.11  -0.31
14 C 1.77 -4.04 -0.47  -0.04
15 C -2.57 -0.17 -3.39  -0.06
16 C -1.78 2.79 4.77  -0.06
17 C 0.58 0.23 -3.74  -0.23
18 C 1.08 -0.34 -0.14  -0.08
19 C 2.28 -2.34 1.32  -0.02
20 C -1.66 0.96 2.66  -0.62
21 C -2.61 1.69 4.76  -0.09
22 C -0.89 2.99 3.72  -0.06
23 C 1.40 1.35 -3.09  -0.06
24 C 2.22 -1.05 1.84  -0.01
25 C 1.73 -2.65 0.08  -0.25
26 C 1.13 -1.62 -0.63  -0.19
27 C -0.83 2.08 2.68  -0.27
28 H -0.09 0.64 -4.49  0.12
29 H 2.75 -3.11 1.90  0.11
30 H 0.75 -4.37 -0.68  0.08
31 H -1.38 0.98 -1.98  0.11
32 H 2.30 -4.04 -1.42  0.08
33 H 0.76 2.00 -2.49  0.06
34 H 1.26 -0.48 -4.22  0.11
35 H -3.31 1.52 5.57  0.11
36 H -0.23 3.84 3.68  0.11
37 H -3.52 0.13 -2.97  0.08
38 H -1.74 -0.69 -1.48  0.08
39 H 2.09 1.46 2.42  0.13
40 H 2.18 0.95 -2.46  0.07
41 H 2.25 -4.72 0.22  0.08
42 H 0.60 0.44 -0.71  0.07
43 H -1.83 3.50 5.58  0.11
44 H 1.86 1.95 -3.87  0.08
45 H -2.35 0.46 -4.25  0.07
46 H 2.64 -0.84 2.81  0.11
47 H -2.64 -1.20 -3.72  0.08

LUMO energy (eV): 0.04
SMILES string: CCN(CC)S(=O)(=O)c1cc(NS(=O)(=O)c2cccc(Cl)c2Cl)ccc1C
ΔE to the lowest compared entry with this formula, charge and spin (kcal/mol): 2.7
Largest force on an atom (eV/Å): 1.2
Total energy (Ha): -2787.0152
HOMO level (eV): -8.718